1.
CH2LiOSm | the ωB97M-V functional and the def2-TZVPD basis

Properties
- energy relative to the best compared isomer or geometry (same formula, charge and spin) (kJ/mol) = 58.41
- HOMO energy (alpha / beta) (eV) = -9.8 / -9.5
- Kohn-Sham gap (alpha / beta) (eV) = 5.30 / 5.17
- multiplicity = 7
- charge = +1
- LUMO energy (alpha / beta) (eV) = -4.49 / -4.38

```
6
Properties=species:S:1:pos:R:3:forces:R:3
H -0.318080 -0.010792 -0.008594 -0.6 0.6 -1.8
O -0.959781 -0.084691 -2.052451 0.6 0.7 2.5
C -0.661932 0.506415 -1.031946 -0.1 -1.4 -1.2
Li 3.052259 -0.780373 1.829785 -0.3 -0.1 0.1
Sm -0.481756 -1.224202 2.270541 0.3 -0.2 0.3
H -0.630710 1.593643 -1.007335 0.0 0.4 0.2
```
Forces are in eV/Å.

Here are the Mulliken charges for atoms 1 to 2, given in e: number 1, H, carries -0.20; number 2, O, carries -0.36



2.
C3H7OS2 | the ωB97M-V functional and the def2-TZVPD basis

Properties
- energy relative to the best compared isomer or geometry (same formula, charge and spin) (kJ/mol) = 89.54
- HOMO energy (eV) = -2.6
- Kohn-Sham gap (eV) = 5.48
- charge = -1
- LUMO energy (eV) = 2.92

```
13
Properties=species:S:1:pos:R:3:forces:R:3
O -1.149219 1.162257 -2.714826 0.6 -0.4 0.3
C 0.106262 1.575825 -2.440444 -1.2 -0.5 0.9
C 0.597156 1.396682 -0.918128 0.0 -1.7 -0.8
C 0.123689 0.019404 -0.374037 0.7 1.3 0.0
S 0.633166 -0.148718 1.367625 -0.6 -0.3 0.1
S -0.453098 -1.881654 1.776024 -0.8 0.5 1.5
H 0.925220 1.072045 -3.014315 -0.1 0.3 -0.3
H 0.125040 2.666464 -2.525064 0.9 0.7 -0.5
H 1.690782 1.358322 -0.953910 0.1 0.7 0.3
H 0.151874 2.194693 -0.327784 0.3 0.0 0.3
H -0.947653 0.097508 -0.462040 -0.4 -0.7 -0.1
H 0.602691 -0.856059 -0.832185 -0.5 0.5 -0.5
H -1.412084 -1.421599 2.733108 1.2 -0.4 -1.3
```
Forces are in eV/Å.

Here are the Mulliken charges for atoms 1 to 2, given in e: number 1, O, carries -0.87; number 2, C, carries -0.46